# C9H13NO

One molecule with the formula C9H13NO (the ωB97M-V functional and the def2-TZVPD basis, the OMol25 dataset).

Computed properties:
highest occupied orbital energy = -0.329 Eh
orbital gap = 0.3352 Ha

```
24
Properties=species:S:1:pos:R:3:forces:R:3:lowdin_charge:R:1
O -1.6298 -1.7775 -1.2119 0.52 0.56 0.15 0.06
C -0.5052 -1.8356 -0.7545 -0.33 -1.72 0.02 -0.26
C 0.3412 -0.7757 -0.2983 4.17 0.09 2.00 -0.19
C 1.4961 -1.0345 0.4744 -2.93 0.61 -0.36 0.04
C 2.4991 -0.1187 1.1970 -1.22 -0.05 -0.12 -0.17
C 1.9556 1.2119 1.7433 0.34 0.62 -0.31 -0.16
C 1.0864 2.1088 0.8836 -2.57 0.19 -2.02 -0.29
C -0.4562 2.0861 1.2864 0.51 0.20 0.61 -0.13
C -1.1248 0.9449 0.4604 -2.55 1.07 -0.54 -0.13
C -0.1151 0.5532 -0.6245 0.01 1.97 0.16 -0.32
N 0.9562 1.5904 -0.5325 0.77 -0.40 -0.20 0.02
H 0.0171 -2.7882 -0.6719 -0.08 -0.82 0.04 0.12
H 1.5235 -2.0153 0.9299 0.24 -0.64 -0.70 0.10
H 2.6994 -0.5925 2.1622 0.56 -0.61 -0.46 0.10
H 3.4031 -0.0938 0.6116 0.40 0.34 -0.20 0.11
H 1.2971 0.8172 2.5229 0.42 0.80 0.63 0.11
H 2.7872 1.9118 2.0653 -0.78 -1.42 0.40 0.13
H 1.4695 3.1711 0.9180 -0.41 -1.20 -0.45 0.14
H -0.5105 1.9876 2.3743 -0.34 -0.30 -0.05 0.09
H -0.9580 3.0512 1.0734 0.48 -0.45 -0.14 0.10
H -2.0074 1.3580 -0.1657 1.08 -0.38 1.46 0.13
H -1.5775 0.0836 1.0193 0.74 0.81 -0.28 0.13
H -0.6740 0.5273 -1.5908 0.93 0.32 0.45 0.16
H 0.7275 2.3290 -1.1715 0.01 0.40 -0.08 0.10
```
Positions in Å, forces in eV/Å.